[1]
Formula: C34H38BInN13O7
Source: the OMol25 dataset
Level of theory: ωB97M-V/def2-TZVPD

Structure (ORCA input):
```
! RIJCOSX wB97M-V def2-TZVPD def2/J DEFGRID3
* xyz 0 2
In -0.27216 -0.02656 -0.28300
C -2.93772 1.18710 2.11721
C -2.58606 2.11987 1.00837
C -3.11645 3.39585 0.78802
C -2.49489 3.85310 -0.35292
N -1.65843 2.89557 -0.78815
N -1.69960 1.83675 0.05398
B -0.72323 2.87043 -2.01785
N -1.02453 1.62536 -2.89129
C -1.40943 1.61179 -4.18108
C -1.54022 0.30173 -4.57962
C -1.20641 -0.46307 -3.45182
C -1.15359 -1.94812 -3.33318
N -0.90579 0.35697 -2.44834
N 0.72802 2.76959 -1.48278
C 1.71603 3.67747 -1.54184
C 2.86796 3.10188 -1.05368
C 2.49693 1.80170 -0.68503
C 3.39551 0.72228 -0.18528
N 1.20218 1.62673 -0.93660
N -0.92797 4.07915 -2.92611
C -0.10108 4.53243 -3.90550
C -0.81970 5.36101 -4.72435
C -2.12645 5.35165 -4.18632
C -3.33812 6.04247 -4.71392
N -2.17383 4.57518 -3.12063
H -3.97521 1.34673 2.40743
H -2.31372 1.37805 2.99045
H -2.80412 0.15145 1.81230
H -3.85397 3.90089 1.38666
H -2.61527 4.76964 -0.89475
H -1.56805 2.51533 -4.74384
H -1.82969 -0.05671 -5.55166
H -2.12858 -2.38871 -3.54455
H -0.83738 -2.22893 -2.33357
H -0.43848 -2.34802 -4.05305
H 1.54336 4.67396 -1.90688
H 3.84202 3.55121 -0.97318
H 4.14763 1.13032 0.48911
H 3.91055 0.26779 -1.03336
H 2.82615 -0.05707 0.31902
H 0.92404 4.21369 -3.98598
H -0.47002 5.91414 -5.57898
H -3.09045 7.05062 -5.04378
H -4.11207 6.08592 -3.95057
H -3.73551 5.49851 -5.57250
O 3.06039 -1.88223 -2.51428
C 2.25703 -2.04998 -1.60464
O 1.23673 -1.35586 -1.33939
C 2.58883 -3.32204 -0.75046
C 3.38616 -4.25760 -1.35009
C 3.76628 -5.41703 -0.67665
C 3.32137 -5.67097 0.61612
C 2.49983 -4.77729 1.23633
C 2.09209 -3.50542 0.61673
O 1.43285 -2.66733 1.23351
N 2.06462 -5.12946 2.57681
O 1.05777 -4.61737 3.02443
O 2.72963 -5.94909 3.18320
N 4.63554 -6.37880 -1.33576
O 4.95037 -6.16028 -2.48684
O 4.99401 -7.34213 -0.68351
H 3.74329 -4.09961 -2.35821
H 3.60323 -6.58153 1.12470
N 0.43734 0.38363 1.86377
C 0.63515 1.70570 2.46615
C 1.01999 1.68565 3.95636
C 0.00240 1.14294 4.98767
C -0.12315 -0.38438 5.12574
N -1.08934 -0.94587 4.17577
H -0.23289 -0.17642 2.43175
H 1.30049 -0.14907 1.92798
H -0.27024 2.29772 2.32411
H 1.44370 2.19808 1.91962
H 1.24576 2.71864 4.23190
H 1.94756 1.11202 4.05912
H -0.98922 1.55463 4.78221
H 0.31025 1.53516 5.95918
H -0.39159 -0.62656 6.15917
H 0.84551 -0.84971 4.92782
H -2.03767 -0.79161 4.49522
H -0.94479 -1.94208 4.08079
N -6.30227 -4.60260 0.02310
C -5.37383 -3.92404 0.01928
C -4.22537 -3.07190 0.01330
C -4.29877 -1.81819 -0.59603
C -3.17911 -1.00287 -0.62607
C -1.98630 -1.41129 -0.03341
C -1.92776 -2.65291 0.59008
C -3.03625 -3.48924 0.60672
H -5.22945 -1.49615 -1.04585
H -3.24596 -0.03159 -1.10306
H -1.01272 -2.97842 1.06367
H -2.98602 -4.46468 1.07435
*
```

The calculation puts the HOMO energy (alpha / beta) at -9.16 / -9.16 eV. The frontier orbital gap (alpha / beta) comes out at 0.29914 / 0.20159 Eh. For the energy relative to the best compared isomer or geometry (same formula, charge and spin), the calculation gives 0.0 kcal per mole. As for the expectation value of S²: 0.80.

[2]
Formula: C27H23ClN6O7PdS2
Source: the OMol25 dataset
Level of theory: ωB97M-V/def2-TZVPD

Structure (ORCA input):
```
! RIJCOSX wB97M-V def2-TZVPD def2/J DEFGRID3
* xyz -2 1
Pd -1.38686 1.08123 1.92087
S -2.70248 4.75375 4.09158
C -3.10776 6.20524 3.27987
C -2.07006 6.58255 2.49004
N -0.96984 5.76337 2.51421
C -1.16802 4.75540 3.30827
H -4.06092 6.69069 3.40536
H -2.06050 7.45968 1.85860
H -0.46532 3.95160 3.50595
N -2.85808 -0.35369 -2.56438
C -3.34880 0.89237 -2.27574
O -3.76702 1.62584 -3.16205
C -3.36446 1.27991 -0.84445
C -3.42498 2.65743 -0.50004
C -3.35321 3.00582 0.81074
C -3.27736 1.98677 1.81727
N -3.35301 0.64819 1.49854
C -3.29995 0.35437 0.16790
H -2.73606 -0.56008 -3.54177
H -2.23116 -0.81055 -1.92242
H -3.49646 3.39143 -1.29131
H -3.35420 4.04388 1.12328
H -3.56254 2.24245 2.83220
H -3.27526 -0.70830 -0.05065
O 0.71706 -6.52451 -3.62324
S 1.08812 -5.95532 -4.90205
O 0.15941 -6.23067 -5.98435
O 2.49212 -6.10133 -5.25419
C 0.94077 -4.14858 -4.67287
N 1.07551 -3.40833 -5.77723
C 0.97878 -2.09873 -5.61935
C 0.76182 -1.49984 -4.38917
C 0.65394 -2.35451 -3.30128
N 0.73423 -3.67713 -3.44847
C 0.41300 -1.83902 -1.92660
C 0.80310 -0.56029 -1.54402
C 0.52056 -0.11792 -0.26108
N -0.13571 -0.85693 0.63367
C -0.49565 -2.08646 0.26931
C -0.23770 -2.62726 -0.98222
H 1.07413 -1.49446 -6.51746
H 0.66088 -0.42783 -4.29375
H 1.33975 0.08880 -2.22391
H 0.83019 0.86344 0.08220
H -1.01087 -2.67397 1.02212
H -0.52338 -3.64026 -1.23257
C 4.05634 -0.58373 0.07522
C 3.22518 -1.17797 1.17463
C 2.81303 -2.49943 1.13654
C 2.02332 -3.01534 2.15360
Cl 1.48755 -4.67472 2.06267
C 1.63216 -2.22709 3.21398
C 2.03604 -0.89928 3.26593
C 2.82563 -0.37428 2.25183
O 3.25711 0.91369 2.21032
C 2.79126 1.79136 3.22342
C 1.26894 2.03510 3.24200
O 0.66027 1.76314 2.17498
O 0.81862 2.49908 4.29884
H 4.20657 -1.30664 -0.72615
H 5.03079 -0.26192 0.44931
H 3.56963 0.30231 -0.33593
H 3.08600 -3.12830 0.29800
H 0.99333 -2.63246 3.98670
H 1.68871 -0.27927 4.08004
H 3.28279 2.74393 3.02636
H 3.10100 1.44358 4.21237
*
```

The calculation puts the HOMO energy at -2.74 eV. The frontier orbital gap comes out at 0.23503 Eh. For the energy relative to the best compared isomer or geometry (same formula, charge and spin), the calculation gives 3.8 kcal per mole.

[3]
Formula: C14H30BBr2N3O4
Source: the OMol25 dataset
Level of theory: ωB97M-V/def2-TZVPD

Structure (ORCA input):
```
! RIJCOSX wB97M-V def2-TZVPD def2/J DEFGRID3
* xyz 0 1
H -3.30610 -3.09567 -2.84636
N -2.44767 -3.62271 -3.02362
C -1.63318 -2.91450 -3.67976
C -1.88586 -1.50116 -4.15166
C -1.57630 -0.42427 -3.08664
O -0.99522 -1.03630 -1.95877
C -0.50198 -0.09811 -0.99613
N -1.49790 0.73229 -0.38021
C -2.66809 0.03167 0.15733
C -3.80088 1.03871 0.35388
C -5.15625 0.38167 0.62818
C 0.34490 -0.92206 0.00261
O -0.07325 -0.82857 1.36514
C 0.32802 0.33756 2.03715
N 1.52615 0.04016 2.81591
C 1.54916 -1.02012 3.52012
C 2.62821 -2.04304 3.34879
C 0.52139 -1.33871 4.58551
B 1.91659 -0.64581 -0.21364
O 2.39569 0.64732 -0.21801
O 2.80046 -1.68987 -0.44159
H -0.69195 -3.39674 -3.94191
H -1.30626 -1.32965 -5.05977
H -2.93886 -1.45077 -4.43541
H -0.89767 0.32252 -3.51398
H -2.52235 0.04825 -2.79940
H 0.16434 0.58143 -1.54663
H -1.80408 1.43937 -1.03714
H -3.04012 -0.75069 -0.51194
H -2.40539 -0.36418 1.13711
H -3.89174 1.61905 -0.57431
H -3.53430 1.76957 1.12034
H -5.96165 1.02488 0.27673
H -5.21895 -0.56086 0.08100
H -5.29541 0.17003 1.68786
H 0.19432 -1.96789 -0.27458
H 0.53144 1.16221 1.36030
H -0.51211 0.65156 2.67576
H 3.51426 -1.62415 2.87316
H 2.18543 -2.78182 2.66863
H 2.88559 -2.57510 4.26568
H -0.46701 -0.98727 4.29319
H 0.84588 -0.86660 5.51338
H 0.44172 -2.41230 4.76503
H 2.74705 0.93984 -1.07136
H 2.91590 -2.21606 0.35751
Br 3.69662 2.75672 -2.50595
C 4.90467 3.45613 -1.15057
C 4.17816 4.31168 -0.14812
Br 3.74330 6.06263 -0.87290
H 5.68436 3.99378 -1.67954
H 5.32899 2.58205 -0.66173
H 4.81307 4.50041 0.71407
H 3.24486 3.86345 0.17722
*
```

The calculation puts the HOMO energy at -8.21 eV. The frontier orbital gap comes out at 0.31706 Eh. The SMILES is [H]/N=C\CCO[C@@H](NCCC)[C@H](OCN=C(C)C)B(O)O.BrCCBr.

[4]
Formula: C14H34AlBBrN2O5P
Source: the OMol25 dataset
Level of theory: ωB97M-V/def2-TZVPD

Structure (ORCA input):
```
! RIJCOSX wB97M-V def2-TZVPD def2/J DEFGRID3
* xyz -1 2
C -1.90597 -5.34742 1.46945
C -1.01624 -5.81571 2.65250
O -0.06921 -4.86053 3.10954
B -0.64907 -3.70009 3.73101
O -0.78750 -3.73323 5.15817
Al -1.25854 -1.96641 2.72815
C -2.85353 -1.17560 3.73205
C -4.09197 -0.85812 2.86284
O -3.72246 -0.06141 1.74037
C -4.82356 -2.13437 2.32492
N -4.67330 -3.31948 3.23476
P 0.60261 -0.53820 2.60189
O 0.13378 0.80337 1.63117
Br 2.13499 -1.77111 1.39142
H -2.65537 -4.62002 1.80897
H -2.43016 -6.25035 1.08670
H -1.33282 -4.90845 0.64350
H -0.42569 -6.67356 2.27107
H -1.62677 -6.20745 3.49039
H -1.38639 -4.42534 5.44507
H -1.71615 -2.32812 1.24207
H -2.51128 -0.21964 4.19483
H -3.12120 -1.83190 4.58069
H -4.82521 -0.33953 3.52334
H -4.45626 0.49734 1.50514
H -5.91725 -1.94121 2.25440
H -4.44005 -2.39633 1.32558
H -4.69126 -4.14078 2.63629
H -5.53688 -3.39437 3.76289
H 0.96259 1.26513 1.49123
C 2.91326 4.70928 -3.65629
C 3.22671 3.79411 -2.44201
C 4.15304 2.63045 -2.84169
C 3.46529 1.48996 -3.58524
C 2.21167 1.04169 -2.84215
C 1.25656 2.20721 -2.56465
N 1.93953 3.32800 -1.86279
O 2.15620 2.97121 -0.62222
C 0.64906 2.67602 -3.90276
C 0.05314 1.69546 -1.76254
C 4.02662 4.68407 -1.47624
H 1.86909 5.02004 -3.67050
H 3.48183 5.63998 -3.62114
H 3.14478 4.23241 -4.61073
H 4.60532 2.20863 -1.93816
H 4.98092 3.01340 -3.44539
H 3.22436 1.79304 -4.60968
H 4.15576 0.64748 -3.67671
H 1.69856 0.27098 -3.42245
H 2.50641 0.56555 -1.90151
H -0.02465 3.52221 -3.75418
H 0.06806 1.86885 -4.35202
H 1.38802 2.95984 -4.65052
H 0.34142 1.23688 -0.81894
H -0.48888 0.93637 -2.32777
H -0.64579 2.50724 -1.54787
H 3.42747 5.51928 -1.10930
H 4.89576 5.09481 -1.99440
H 4.41060 4.12847 -0.62048
*
```

The calculation puts the HOMO energy (alpha / beta) at -3.67 / -3.67 eV. The frontier orbital gap (alpha / beta) comes out at 0.22425 / 0.21370 Eh. For the energy relative to the best compared isomer or geometry (same formula, charge and spin), the calculation gives 0.0 kcal per mole. As for the expectation value of S²: 0.75.

[5]
Formula: C19H51N5O11
Source: the OMol25 dataset
Level of theory: ωB97M-V/def2-TZVPD

Structure (ORCA input):
```
! RIJCOSX wB97M-V def2-TZVPD def2/J DEFGRID3
* xyz 0 1
C 0.63510 -0.70334 3.98368
C 0.27450 -1.80011 2.93322
C -1.21711 -1.76301 2.42060
C 1.18688 -1.58870 1.71482
C 2.67810 -1.81972 1.90740
C 2.82738 -3.31633 2.35133
C 1.87441 -3.67737 3.56216
C 1.85053 -5.21437 3.52405
C 2.56710 -3.31195 4.96078
N 0.52418 -3.16775 3.37935
O -0.30283 -3.45460 4.49150
H 0.63446 0.37061 3.79727
H 0.19786 -0.95780 4.94917
H 1.69785 -0.88253 4.14661
H -1.41340 -0.79655 1.95635
H -1.50473 -2.57422 1.75181
H -1.83334 -1.73989 3.31939
H 0.74111 -2.23024 0.95468
H 1.06016 -0.58636 1.30575
H 3.16066 -1.51565 0.97854
H 3.07246 -1.07797 2.60197
H 3.85564 -3.45429 2.68564
H 2.72601 -4.07385 1.57415
H 2.85172 -5.62179 3.66449
H 1.29683 -5.69066 2.71493
H 1.31169 -5.44186 4.44384
H 2.95388 -2.29410 5.01073
H 3.48838 -3.86098 5.15552
H 2.00594 -3.77545 5.77218
H 0.15773 -2.97477 5.18377
N -2.63127 0.07280 -2.03790
C -1.84145 0.88437 -2.63506
N -1.97140 2.12927 -2.20604
O -0.89786 0.52465 -3.29811
H -2.46303 -0.89543 -2.27101
H -3.45865 0.48233 -1.62825
H -2.75775 2.33755 -1.60741
H -1.20070 2.73692 -2.44454
N -1.26201 6.93211 -7.10951
C -1.01004 5.66575 -7.05630
N -0.42109 5.33291 -6.00041
O -1.35421 4.88639 -7.97135
H -1.66841 7.35048 -7.93408
H -1.02690 7.62764 -6.41593
H -0.29456 4.33439 -5.91651
H -0.06720 6.05517 -5.38952
O -7.57429 0.33692 1.17417
C -6.42385 1.13946 1.60977
C -6.19641 2.32860 0.71423
O -5.59131 1.94912 -0.42559
H -7.18479 -0.49029 0.88156
H -6.69606 1.53950 2.58649
H -5.46756 0.62120 1.68060
H -5.86716 3.20872 1.26658
H -7.17844 2.66042 0.37718
H -6.25714 1.82075 -1.10515
O 3.56694 3.70291 -4.13363
C 4.47808 2.67328 -4.24623
C 4.11512 1.32605 -3.66834
O 3.25591 0.60163 -4.46488
H 3.89244 4.39689 -4.71159
H 4.89860 2.55647 -5.24504
H 5.31516 3.07464 -3.67499
H 3.61773 1.50224 -2.71458
H 5.01310 0.71896 -3.55353
H 2.32710 0.83857 -4.41210
O -1.27406 -5.68235 -2.38151
C -1.93967 -5.88435 -1.18659
C -1.03649 -6.36187 -0.01298
O -1.78320 -6.47467 1.20383
H -1.97806 -5.72712 -3.03265
H -2.50371 -5.07692 -0.71965
H -2.61307 -6.65325 -1.56528
H -0.27379 -5.59417 0.11760
H -0.57329 -7.31369 -0.27298
H -1.56092 -5.69856 1.72329
O 1.54603 4.77505 2.88607
C 2.69985 5.23166 2.14656
C 2.72849 4.28126 0.85094
O 1.89852 4.80626 -0.21717
H 1.00579 4.30134 2.24940
H 2.58128 6.26052 1.80673
H 3.67952 5.16063 2.61908
H 2.44384 3.25752 1.09390
H 3.73668 4.16055 0.45461
H 2.14044 4.26445 -0.97183
*
```

The calculation puts the HOMO energy at -8.88 eV. The frontier orbital gap comes out at 0.32915 Eh. The SMILES is CC1(C)CCCC(C)(C)N1O.NC(N)=O.NC(N)=O.OCCO.OCCO.OCCO.OCCO.

[6]
Formula: H34O17
Source: the OMol25 dataset
Level of theory: ωB97M-V/def2-TZVPD

Structure (ORCA input):
```
! RIJCOSX wB97M-V def2-TZVPD def2/J DEFGRID3
* xyz 0 1
O 0.93320 2.21547 2.37119
H 0.97994 3.15027 2.13454
H 1.84214 1.94735 2.54042
O 3.98311 -1.48477 1.42776
H 4.78935 -1.10108 1.79376
H 3.55641 -0.69532 1.06361
O -0.00036 3.08765 -2.26415
H -0.74345 3.16341 -2.87370
H -0.31415 2.43925 -1.61900
O -2.55848 2.05805 -2.68051
H -3.00491 2.81857 -2.29494
H -2.69710 1.34387 -2.03763
O -3.58585 -0.33392 -1.70135
H -3.81800 -0.88356 -2.46304
H -3.67497 -1.01272 -1.01611
O 2.90615 1.02049 0.23912
H 2.76147 0.74871 -0.68062
H 2.01148 1.22439 0.55121
O -0.31989 -0.25774 2.84605
H -0.66282 -1.04131 2.39670
H -0.05363 0.32554 2.12285
O 0.56651 -1.84147 5.40491
H 0.96744 -1.83502 4.52026
H -0.02558 -1.09246 5.25531
O -1.65592 -4.05778 1.89247
H -1.19576 -3.56338 1.19213
H -2.45394 -3.53260 2.00574
O -3.47762 1.67321 1.17080
H -3.92693 1.85043 2.00400
H -4.14813 1.54257 0.49214
O 1.21609 -3.29711 2.81659
H 1.90432 -3.93869 3.02592
H 0.44311 -3.87473 2.74015
O -0.53011 -2.01809 -3.99678
H 0.16719 -2.58708 -3.66151
H -1.28831 -2.51159 -4.31137
O -2.01737 -2.23180 -0.14271
H -1.89089 -1.36971 0.26468
H -1.46715 -2.29628 -0.92715
O 1.85124 4.22865 0.30962
H 2.15007 3.48236 -0.23368
H 2.08333 4.95812 -0.28076
O 3.63056 0.60680 -2.44571
H 2.81585 0.77186 -2.94750
H 4.04571 0.00891 -3.08896
O 0.46625 0.28734 -2.87204
H 0.06903 -0.20971 -3.61333
H 0.74407 1.16061 -3.17522
O -0.16200 0.31308 -0.16797
H -1.07829 0.51418 0.03820
H -0.13241 0.12678 -1.12436
*
```

The calculation puts the HOMO energy at -9.89 eV. The frontier orbital gap comes out at 0.34357 Eh. For the energy relative to the best compared isomer or geometry (same formula, charge and spin), the calculation gives 40.1 kcal per mole.

Molecular weight: 866.4 749.5 475.0 459.1 525.6 306.3 (g mol⁻¹)